No. 1
A 3-piece molecular cluster, C12H25NO6SSi overall. Source: the OMol25 dataset; level of theory: wB97M-V/def2-TZVPD.

* frontier orbital gap: 8.44 eV
* SMILES string: CCSC[Si@H](O)OC#N.CCOC(C)=O.CCOC(C)=O
* max |F|: 0.123 hartree/bohr
* E_LUMO: 0.5133 eV

Last column: Mulliken charge in e.
Cartesian coordinates (Å):
C: -0.01826 1.89635 0.88689  -0.1414
C: -1.55657 1.47348 1.19980  -0.4913
S: -1.75655 -0.21766 1.93809  -0.0967
C: -0.40874 -0.60492 3.16007  -0.5774
Si: -0.21210 0.79970 4.47508  0.4803
O: -1.74540 1.65266 4.47775  -0.4971
O: 1.05629 1.85492 3.89558  -0.2066
C: 2.13300 1.67077 4.82278  0.4184
N: 3.19721 1.86543 5.37900  -0.4981
H: 0.12423 2.24983 -0.18830  -0.1816
H: 0.62981 0.99980 1.17309  0.2207
H: 0.30628 2.76684 1.58288  0.1471
H: -2.08321 1.44711 0.16826  0.3646
H: -2.10308 2.28351 1.82393  0.2581
H: -0.65385 -1.57572 3.73899  0.3236
H: 0.55756 -0.82013 2.58025  0.3858
H: 0.05672 0.27754 5.82966  -0.1730
H: -1.56389 2.54338 4.08987  0.3094
C: -2.30761 -5.50871 -0.95566  -0.9852
C: -1.73879 -4.12116 -0.73945  -0.4052
O: -1.75992 -3.76667 0.65167  -0.3241
C: -0.80651 -4.10672 1.53500  0.7698
C: 0.21575 -5.13840 1.14873  -1.0906
O: -0.81901 -3.63866 2.65358  -0.5523
H: -1.71489 -6.27111 -0.44530  0.2756
H: -2.33808 -5.75078 -2.02040  0.3556
H: -3.32040 -5.57240 -0.54975  0.3112
H: -0.73545 -4.00608 -1.15761  0.3407
H: -2.37064 -3.39074 -1.25034  0.3439
H: -0.11404 -6.11765 1.50114  0.2709
H: 1.16275 -4.88221 1.62620  0.3032
H: 0.41423 -5.18357 0.08054  0.3687
C: 0.71368 4.72461 -4.55963  -0.9606
C: 1.50011 4.51057 -3.28256  -0.4416
O: 1.00736 3.37198 -2.55840  -0.3622
C: 1.38080 2.10133 -2.79631  0.9167
C: 2.14551 1.78532 -4.05089  -1.2112
O: 1.03868 1.21604 -2.04230  -0.5325
H: 0.81022 3.87511 -5.23929  0.2723
H: 1.05811 5.62217 -5.07806  0.3529
H: -0.35111 4.83155 -4.33757  0.3064
H: 2.57580 4.42747 -3.45786  0.3597
H: 1.36096 5.37336 -2.62675  0.3283
H: 1.44550 1.46455 -4.82481  0.2736
H: 2.84294 0.97452 -3.83535  0.3209
H: 2.74461 2.61339 -4.42224  0.3504

Atoms 1-2, force components in eV/Å:
C -0.31 0.41 1.13
C 0.60 1.42 -0.72

---

No. 2
C12H25O13Tl as an isolated structure. Source: the OMol25 dataset; level of theory: wB97M-V/def2-TZVPD.

* net charge: +2
* frontier orbital gap: 2.49 eV
* max |F|: 0.073 hartree/bohr
* energy above the lowest of the compared OMol25 structures with the same formula, charge and spin: 244.4 kJ/mol
* E_LUMO: -13.1157 eV

Last column: Mulliken charge in e.
Cartesian coordinates (Å):
Tl: -3.08312 -3.30738 -0.91572  0.9762
O: -0.64329 -1.96310 -0.91551  -0.4050
H: 0.24725 -1.56862 -0.92992  0.1354
C: 6.75965 -1.53236 1.97634  -0.6414
O: 5.88485 -1.32111 0.85827  -0.2963
C: 4.64917 -1.71351 0.93100  0.8099
O: 4.02017 -1.98509 1.93695  -0.5187
O: 4.08746 -1.72168 -0.26877  -0.3320
C: 2.71611 -2.07424 -0.33243  -0.5572
H: 7.77088 -1.25461 1.69666  0.2529
H: 6.60296 -2.53593 2.35941  0.3177
H: 6.53303 -0.79362 2.75181  0.3051
H: 1.97973 -1.39679 0.10598  0.0550
H: 2.66802 -3.02562 0.20227  0.5132
H: 2.48086 -2.24061 -1.38182  0.3021
C: -5.71388 0.98532 -0.77141  -0.6310
O: -4.74163 1.44555 -1.69641  -0.3555
C: -3.61477 0.82770 -1.86387  0.7207
O: -3.28966 -0.23386 -1.31922  -0.5219
O: -2.75964 1.57980 -2.51676  -0.3404
C: -1.40325 1.14487 -2.65696  -0.1067
H: -5.67046 -0.08636 -0.57195  0.2988
H: -6.70871 1.15408 -1.17564  0.3866
H: -5.60521 1.52734 0.16676  0.2091
H: -0.89536 2.01062 -3.05609  0.3188
H: -1.26578 0.18043 -3.14970  0.3136
H: -1.04124 0.89937 -1.65182  -0.1758
C: -0.84322 -0.23150 1.02992  0.4935
O: -1.97480 0.35273 1.53256  -0.1802
C: -3.10282 -0.32810 1.71292  0.8384
O: -3.24211 -1.45153 1.29917  -0.4952
O: -3.97705 0.43266 2.31054  -0.3155
C: -5.27257 -0.12268 2.59943  -0.7073
H: 0.02593 0.40205 1.19297  0.2273
H: -0.90196 -0.43009 -0.08026  -0.5063
H: -0.64397 -1.24961 1.38440  0.5284
H: -5.34548 -1.16823 2.31001  0.3475
H: -6.04024 0.46768 2.11024  0.2614
H: -5.43489 -0.12482 3.67537  0.2986
C: 2.08655 0.51956 -2.80397  -0.3615
O: 2.81438 1.09438 -1.70727  -0.3151
C: 2.16305 1.75983 -0.78699  0.9610
O: 1.02264 2.15958 -0.88363  -0.5374
O: 3.02132 1.99731 0.19838  -0.3328
C: 2.54015 2.75353 1.31593  -0.7327
H: 1.63801 1.40700 -3.25536  0.3581
H: 1.31498 -0.15245 -2.42177  -0.0480
H: 2.77956 0.00147 -3.45526  0.2618
H: 2.14744 2.07109 2.06698  0.2992
H: 1.85464 3.57431 1.10973  0.3249
H: 3.40633 3.26526 1.73448  0.2984

Atoms 1-2, force components in eV/Å:
Tl -0.21 0.29 0.02
O -0.35 2.00 1.01